Model w:
{"formula": "C4H6N2O2", "method": "the ωB97M-V functional and the def2-TZVPD basis", "elements": ["C", "C", "C", "C", "H", "H", "H", "H", "H", "H", "N", "N", "O", "O"], "coordinates": [[1.193, -0.735, 0.101], [0.628, 0.661, 0.035], [-1.407, -0.153, 0.818], [-1.530, -0.391, -0.722], [2.693, 0.313, -0.085], [1.460, 2.426, -0.343], [-1.057, -0.734, 1.711], [-2.516, 0.070, 1.124], [-0.808, -0.952, -1.118], [-2.512, -0.329, -1.328], [1.597, 1.410, -0.071], [-0.825, 0.818, -0.080], [2.545, -0.725, 0.065], [0.538, -1.678, -0.107]], "lumo_energy_ev": 0.224, "homo_energy_ev": -9.328}

=====

Model x:
{"formula": "C4H6N2O2", "method": "the ωB97M-V functional and the def2-TZVPD basis", "elements": ["C", "C", "C", "C", "N", "N", "O", "O", "H", "H", "H", "H", "H", "H"], "coordinates": [[1.076, -0.698, -0.460], [0.041, -1.478, -0.573], [-1.508, 0.525, 0.119], [0.980, 0.681, 0.127], [-1.411, -0.853, 0.003], [-0.355, 1.224, 0.099], [-2.568, 1.134, 0.174], [1.583, 0.742, 1.443], [2.124, -1.104, -0.767], [0.111, -2.453, -0.917], [1.658, 1.197, -0.633], [-2.235, -1.052, -0.515], [-0.676, 2.187, 0.099], [1.180, -0.052, 1.800]], "lumo_energy_ev": 0.620, "homo_energy_ev": -9.899}

=====

Model y:
{"formula": "C4H6N2O2", "method": "the ωB97M-V functional and the def2-TZVPD basis", "elements": ["C", "C", "C", "C", "N", "N", "O", "O", "H", "H", "H", "H", "H", "H"], "coordinates": [[1.818, 0.909, -0.376], [2.659, -0.814, 0.429], [0.893, 0.326, 0.328], [-2.509, -0.546, -0.568], [2.950, 0.169, -0.382], [-1.432, 1.167, 0.609], [1.417, -0.813, 0.893], [-2.026, -0.045, 0.711], [1.691, 1.673, -1.155], [3.428, -1.457, 0.718], [-3.045, -1.442, -0.386], [-1.779, -0.970, -1.222], [-2.998, 0.324, -1.078], [-1.066, 1.520, 1.479]], "lumo_energy_ev": [-0.091, -0.881], "homo_energy_ev": [-9.498, -9.188]}

=====

model x is the most stable structure; the next one sits 2.435 eV above it.

=====

Model w:
{"formula": "C4H6N2O2", "method": "the ωB97M-V functional and the def2-TZVPD basis", "elements": ["C", "C", "C", "C", "H", "H", "H", "H", "H", "H", "N", "N", "O", "O"], "coordinates": [[-2.011, -0.473, 0.206], [0.422, -1.467, 0.555], [1.446, -0.726, -0.325], [1.277, 0.699, -0.303], [-3.271, 0.862, 1.089], [-2.575, -1.451, 0.774], [0.489, -2.616, 0.412], [0.690, -1.268, 1.579], [1.374, -1.182, -1.419], [2.548, -1.016, -0.086], [-2.332, 0.772, 0.722], [-0.752, -0.686, -0.203], [2.030, 1.647, -0.176], [-0.089, 0.586, -0.671]], "lumo_energy_ev": 0.501, "homo_energy_ev": -9.227}

=====

Model x:
{"formula": "C4H6N2O2", "method": "the ωB97M-V functional and the def2-TZVPD basis", "elements": ["C", "C", "N", "C", "C", "O", "N", "O", "H", "H", "H", "H", "H", "H"], "coordinates": [[0.169, 0.210, 0.083], [-0.485, -1.384, 1.600], [1.086, -1.138, 0.368], [-0.796, -0.163, 1.149], [-0.803, 0.974, -1.907], [0.784, 1.428, 0.316], [-0.375, 0.010, -1.215], [-0.696, -2.412, 2.145], [1.351, 1.658, -0.436], [1.773, -0.971, 1.095], [1.543, -1.552, -0.436], [-1.408, 0.575, 1.633], [-1.357, 0.743, -2.806], [-0.787, 2.022, -1.591]], "lumo_energy_ev": 0.561, "homo_energy_ev": -8.528}

=====

model x is the most stable structure; the next one sits 2.934 eV above it.

=====

Model w:
{"formula": "C4H6N2O2", "method": "the ωB97M-V functional and the def2-TZVPD basis", "elements": ["C", "C", "C", "C", "H", "H", "H", "H", "H", "H", "N", "N", "O", "O"], "coordinates": [[1.454, -0.531, -0.831], [0.313, -0.730, 0.234], [-0.999, -0.227, -0.546], [-1.654, 0.625, 0.441], [1.371, 1.259, -0.159], [0.187, -1.778, 0.692], [-1.571, -1.044, -0.961], [-0.523, 0.236, -1.426], [-2.611, 0.885, 0.725], [0.880, 0.264, 2.056], [-0.827, 1.047, 1.386], [0.442, 0.554, 1.082], [1.756, 0.830, -1.044], [1.782, -1.390, -1.648]], "lumo_energy_ev": 0.532, "homo_energy_ev": -9.864}

=====

Model x:
{"formula": "C4H6N2O2", "method": "the ωB97M-V functional and the def2-TZVPD basis", "elements": ["C", "C", "C", "C", "H", "H", "H", "H", "H", "H", "N", "N", "O", "O"], "coordinates": [[0.304, -0.506, -0.180], [2.658, -0.391, -0.134], [-0.122, 0.986, -0.008], [-1.344, 1.556, -0.210], [-1.840, -1.005, 1.354], [-2.343, -2.025, 0.257], [3.545, -0.464, -0.827], [0.803, 1.545, 0.026], [-2.291, 0.996, -0.558], [-1.406, 2.571, -0.028], [-1.786, -1.271, 0.366], [-0.514, -1.440, -0.120], [1.570, -0.680, -0.831], [2.765, 0.128, 0.893]], "lumo_energy_ev": 0.634, "homo_energy_ev": -8.741}

=====

model w is the most stable structure; the next one sits 0.934 eV above it.

=====

Model w:
{"formula": "C4H8NOP", "method": "the ωB97M-V functional and the def2-TZVPD basis", "elements": ["C", "C", "C", "C", "N", "O", "P", "H", "H", "H", "H", "H", "H", "H", "H"], "coordinates": [[0.650, 0.491, 1.571], [0.254, -0.290, 0.342], [-0.004, -1.776, 0.191], [0.516, 0.086, -1.148], [-0.721, 0.314, 1.181], [-2.716, 2.714, -1.367], [-1.553, 2.920, -0.537], [1.175, -0.070, 2.325], [1.166, 1.478, 1.394], [-0.402, -2.337, 1.177], [0.894, -2.198, -0.116], [-0.847, -1.970, -0.439], [0.026, 1.147, -1.417], [0.041, -0.596, -1.744], [1.521, 0.087, -1.415]], "lumo_energy_ev": [-0.613, -1.049], "homo_energy_ev": [-9.649, -7.291]}

=====

Model x:
{"formula": "C4H8NOP", "method": "the ωB97M-V functional and the def2-TZVPD basis", "elements": ["C", "C", "C", "C", "N", "O", "P", "H", "H", "H", "H", "H", "H", "H", "H"], "coordinates": [[0.471, 0.834, 0.335], [-2.195, -0.649, -0.028], [1.839, -1.184, -0.165], [0.809, -0.156, -0.484], [-2.168, -1.185, 1.036], [-2.175, -0.340, -1.142], [-0.865, 2.026, 0.051], [0.919, 0.912, 1.320], [2.249, -1.031, 0.831], [1.395, -2.177, -0.218], [2.650, -1.146, -0.891], [0.346, -0.229, -1.460], [-0.073, 3.163, 0.193], [-2.414, -0.892, 1.957], [-0.786, 2.056, -1.334]], "lumo_energy_ev": 0.948, "homo_energy_ev": -8.756}

=====

model x is the most stable structure; the next one sits 3.763 eV above it.

=====

Model w:
{"formula": "C6H8", "method": "the ωB97M-V functional and the def2-TZVPD basis", "elements": ["C", "C", "C", "C", "C", "C", "H", "H", "H", "H", "H", "H", "H", "H"], "coordinates": [[1.932, -0.072, -0.275], [0.512, -0.035, 0.356], [-0.428, 1.236, 0.119], [-1.750, 0.668, -0.031], [-1.759, -0.698, -0.191], [-0.514, -1.111, 0.125], [2.048, -0.703, -1.188], [2.132, 0.889, -0.668], [2.556, -0.353, 0.568], [0.757, 0.100, 1.421], [-0.009, 2.167, -0.026], [-2.553, 1.318, -0.315], [-2.650, -1.339, -0.368], [-0.275, -2.067, 0.473]], "lumo_energy_ev": 0.707, "homo_energy_ev": -8.011}

=====

Model x:
{"formula": "C6H8", "method": "the ωB97M-V functional and the def2-TZVPD basis", "elements": ["C", "C", "C", "C", "C", "C", "H", "H", "H", "H", "H", "H", "H", "H"], "coordinates": [[-0.563, -0.529, 2.008], [-0.127, 0.374, 0.703], [1.231, 0.189, 0.023], [1.032, -0.013, -1.318], [-0.357, -0.072, -1.557], [-1.050, 0.122, -0.437], [-0.810, -1.504, 1.586], [0.288, -0.410, 2.709], [-1.506, -0.200, 2.598], [-0.233, 1.369, 1.120], [2.169, 0.242, 0.590], [1.899, -0.052, -2.071], [-0.660, -0.012, -2.550], [-2.145, 0.153, -0.513]], "lumo_energy_ev": 0.883, "homo_energy_ev": -8.351}

=====

model x is the most stable structure; the next one sits 0.570 eV above it.

=====

Model w:
{"formula": "C6H8", "method": "the ωB97M-V functional and the def2-TZVPD basis", "elements": ["C", "C", "C", "C", "C", "C", "H", "H", "H", "H", "H", "H", "H", "H"], "coordinates": [[-1.434, -1.939, 0.772], [-1.470, -0.652, 0.017], [-0.342, 0.186, -0.182], [-0.274, 1.508, -0.548], [1.217, 0.204, -0.074], [1.194, 1.553, -0.841], [-1.666, -1.670, 1.819], [-0.507, -2.535, 0.803], [-2.262, -2.595, 0.467], [-0.941, 2.338, -0.339], [1.518, 0.405, 0.960], [1.768, -0.636, -0.489], [1.767, 2.404, -0.458], [1.431, 1.430, -1.908]], "lumo_energy_ev": [-0.472, -0.435], "homo_energy_ev": [-7.459, -7.735]}

=====

Model x:
{"formula": "C6H8", "method": "the ωB97M-V functional and the def2-TZVPD basis", "elements": ["C", "C", "C", "C", "C", "C", "H", "H", "H", "H", "H", "H", "H", "H"], "coordinates": [[1.965, -0.544, -0.394], [0.704, -0.100, -0.156], [0.165, 1.212, 0.246], [-1.328, 1.086, 0.253], [-1.684, -0.199, 0.099], [-0.422, -1.107, -0.144], [2.853, 0.096, -0.375], [2.253, -1.555, -0.914], [0.559, 1.977, -0.382], [0.338, 1.499, 1.304], [-2.085, 1.877, 0.341], [-2.626, -0.640, 0.332], [-0.434, -1.930, -1.001], [-0.259, -1.672, 0.793]], "lumo_energy_ev": 1.112, "homo_energy_ev": -8.676}

=====

Model y:
{"formula": "C6H8", "method": "the ωB97M-V functional and the def2-TZVPD basis", "elements": ["C", "C", "C", "C", "C", "C", "H", "H", "H", "H", "H", "H", "H", "H"], "coordinates": [[3.393, -0.450, 0.031], [2.240, -0.186, -0.140], [-1.513, -1.367, 0.534], [-0.944, -0.861, -0.587], [-0.626, 1.525, 0.271], [-0.529, 0.462, -0.756], [4.422, -0.626, 0.210], [-1.800, -2.400, 0.609], [-1.683, -0.763, 1.404], [-0.800, -1.520, -1.433], [0.124, 2.293, 0.097], [-1.608, 2.007, 0.216], [-0.506, 1.128, 1.275], [-0.169, 0.759, -1.731]], "lumo_energy_ev": [-1.260, -2.110], "homo_energy_ev": [-9.375, -8.223]}

=====

model x is the most stable structure; the next one sits 3.264 eV above it.

=====

Model w:
{"formula": "C6H8", "method": "the ωB97M-V functional and the def2-TZVPD basis", "elements": ["C", "C", "C", "C", "C", "C", "H", "H", "H", "H", "H", "H", "H", "H"], "coordinates": [[1.933, -1.665, -0.444], [1.554, -0.763, 0.268], [0.874, 0.381, 0.939], [-0.201, 0.911, -0.008], [-1.626, 0.446, 0.192], [-0.840, -0.059, -0.986], [2.305, -2.475, -1.042], [0.460, 0.046, 1.904], [1.624, 1.149, 1.178], [-0.035, 1.931, -0.356], [-2.455, 1.137, 0.045], [-1.781, -0.271, 0.997], [-0.498, -1.073, -0.955], [-1.132, 0.250, -1.989]], "lumo_energy_ev": 1.218, "homo_energy_ev": -9.829}

=====

Model x:
{"formula": "C6H8", "method": "the ωB97M-V functional and the def2-TZVPD basis", "elements": ["C", "C", "C", "C", "C", "C", "H", "H", "H", "H", "H", "H", "H", "H"], "coordinates": [[2.012, -0.107, -0.012], [0.509, -0.158, -0.024], [-0.349, -1.199, -0.059], [-1.735, -0.777, 0.014], [-1.784, 0.529, -0.028], [-0.334, 1.071, -0.033], [2.314, 0.935, -0.231], [2.385, -0.843, -0.814], [2.423, -0.316, 1.030], [0.020, -2.225, 0.047], [-2.549, -1.512, 0.005], [-2.591, 1.192, -0.092], [-0.269, 1.542, 1.001], [-0.051, 1.868, -0.804]], "lumo_energy_ev": 1.121, "homo_energy_ev": -8.268}

=====

model x is the most stable structure; the next one sits 1.618 eV above it.